Record 1
{
  "formula": "C2H2Br2FNO2",
  "method": "ωB97M-V/def2-TZVPD",
  "symbols": ["C", "C", "N", "O", "O", "F", "Br", "Br", "H", "H"],
  "positions_angstrom": [[0.37135, 1.02506, -1.16925], [-0.78753, -0.41984, 1.61565], [0.87830, -0.19125, -1.10023], [0.02108, -1.15285, -1.24513], [2.06029, -0.42622, -0.89336], [0.13159, -0.04277, 2.49207], [-2.49406, 0.21672, 1.96604], [-0.53520, -2.02256, 0.82495], [-0.67979, 1.14197, -1.36527], [1.03398, 1.87174, -1.12547]],
  "fmax_ev_per_a": 1.8,
  "gap_ev": [8.5251, 6.3244],
  "de_lowest_kcal_mol": 86.6,
  "homo_energy_ev": [-9.580, -8.539],
  "e_tot_ha": -5530.27519
}

Record 2
{
  "formula": "C2H2Br3F",
  "method": "ωB97M-V/def2-TZVPD",
  "symbols": ["C", "C", "F", "Br", "Br", "Br", "H", "H"],
  "positions_angstrom": [[0.23894, 0.31608, 0.05609], [-3.07840, 0.07411, 0.03133], [0.06773, 1.62074, 0.01633], [-3.66940, 1.10381, -1.42317], [-3.66714, 0.70875, 1.73936], [-3.30021, -1.84937, -0.23778], [-0.61747, -0.14105, -0.44553], [0.91643, -0.20960, 0.65087]],
  "spin_multiplicity": 3,
  "fmax_ev_per_a": 3.2,
  "gap_ev": [8.0702, 8.9666],
  "de_lowest_kcal_mol": 0.0,
  "homo_energy_ev": [-8.285, -10.581],
  "e_tot_ha": -7899.15041
}

Record 3
{
  "formula": "C2H2Br3OP",
  "method": "ωB97M-V/def2-TZVPD",
  "symbols": ["C", "P", "Br", "Br", "C", "O", "Br", "H", "H"],
  "positions_angstrom": [[-1.92623, -0.22052, 0.42420], [-0.20617, -0.25975, 0.10041], [0.71248, -0.31216, 2.09683], [0.13806, -2.21796, -0.82418], [1.68639, 0.50275, -0.72738], [2.35854, -0.15820, -1.41476], [1.97169, 2.34202, -0.27262], [-2.20080, 0.58946, 1.08853], [-2.53396, -0.26564, -0.47103]],
  "smiles": "C=P(Br)(Br)C(=O)Br",
  "fmax_ev_per_a": 2.4,
  "gap_ev": [7.5836, 7.5829],
  "de_lowest_kcal_mol": 51.5,
  "homo_energy_ev": [-8.700, -8.699],
  "e_tot_ha": -8215.99704
}

Record 4
{
  "formula": "C2H2BrCl3",
  "method": "ωB97M-V/def2-TZVPD",
  "symbols": ["C", "C", "Cl", "Cl", "Cl", "Br", "H", "H"],
  "positions_angstrom": [[0.51011, -0.00560, -0.62814], [-0.37631, -0.41367, 0.51213], [-0.00466, 1.28917, -1.67605], [2.10583, 0.52198, 0.06452], [-1.15540, 1.62238, 1.37917], [-2.02327, -1.21091, 0.15399], [0.86870, -0.96710, -1.25789], [0.07502, -0.83624, 1.45226]],
  "fmax_ev_per_a": 3.2,
  "gap_ev": [8.8247, 8.8240],
  "de_lowest_kcal_mol": 36.1,
  "homo_energy_ev": [-10.376, -10.376],
  "e_tot_ha": -4031.92905
}

Record 5
{
  "formula": "C2H2BrCl3",
  "method": "ωB97M-V/def2-TZVPD",
  "symbols": ["C", "C", "Cl", "Cl", "Cl", "Br", "H", "H"],
  "positions_angstrom": [[0.50974, -0.14931, 0.60811], [-0.19980, 0.23395, -0.68012], [0.27824, -1.62842, 1.52509], [2.19719, -0.16627, 0.01554], [-0.47659, -1.01624, -1.79367], [-2.82305, 0.80376, 0.18317], [0.47839, 0.67659, 1.35802], [0.03588, 1.24594, -1.21613]],
  "spin_multiplicity": 3,
  "fmax_ev_per_a": 2.6,
  "gap_ev": [9.0180, 7.0531],
  "de_lowest_kcal_mol": 0.0,
  "homo_energy_ev": [-8.317, -10.952],
  "e_tot_ha": -4031.86981
}

Record 6
{
  "formula": "C2H2BrF2I",
  "method": "ωB97M-V/def2-TZVPD",
  "symbols": ["C", "C", "F", "F", "Br", "I", "H", "H"],
  "positions_angstrom": [[-0.00701, -0.26160, 0.46392], [-2.66086, 0.08547, -0.84016], [-2.57048, 1.46206, -0.83210], [-3.03406, -0.27075, -2.10548], [-0.75816, -0.18070, 2.15024], [-3.98093, -0.24637, 0.71804], [0.52402, 0.63292, 0.09386], [-0.22552, -1.21801, 0.04741]],
  "fmax_ev_per_a": 2.5,
  "gap_ev": [9.0116, 7.2005],
  "de_lowest_kcal_mol": 87.8,
  "homo_energy_ev": [-9.374, -8.561],
  "e_tot_ha": -3148.68816
}

Record 7
{
  "formula": "C2H2BrN3",
  "method": "ωB97M-V/def2-TZVPD",
  "symbols": ["N", "C", "N", "C", "N", "H", "Br", "H"],
  "positions_angstrom": [[0.52986, 2.44582, 0.51130], [0.67120, 1.39271, 0.07981], [0.80863, 0.23837, -0.40800], [0.50762, -0.90959, -0.55565], [0.50672, -1.89464, -1.24058], [0.54499, -2.78292, -0.80174], [-2.40111, 0.36486, 1.04096], [-1.16791, 1.14538, 1.37389]],
  "smiles": "N#CN=C=N.Br",
  "fmax_ev_per_a": 2.0,
  "gap_ev": 10.1842,
  "de_lowest_kcal_mol": 33.2,
  "homo_energy_ev": -10.609,
  "e_tot_ha": -2815.62564
}

Record 8
{
  "formula": "C2H2BrNO2",
  "method": "ωB97M-V/def2-TZVPD",
  "symbols": ["C", "C", "N", "O", "O", "Br", "H", "H"],
  "positions_angstrom": [[-1.63052, 0.08707, 0.35886], [1.44069, -0.10054, -0.41255], [0.80047, 0.75057, 0.26896], [-0.65328, 0.81023, -0.22574], [-1.49801, -0.84888, 1.05072], [3.21323, -0.44960, -0.02094], [-2.60299, 0.59415, 0.13501], [0.93041, -0.84300, -1.15432]],
  "spin_multiplicity": 3,
  "fmax_ev_per_a": 13.0,
  "gap_ev": [7.1535, 7.0371],
  "de_lowest_kcal_mol": 8.0,
  "homo_energy_ev": [-6.826, -11.056],
  "e_tot_ha": -2856.39991
}

Record 9
{
  "formula": "C2H2BrO2S",
  "method": "ωB97M-V/def2-TZVPD",
  "symbols": ["O", "C", "O", "C", "S", "Br", "H", "H"],
  "positions_angstrom": [[-0.55622, 1.36843, 1.26307], [0.19216, 1.46022, 0.28247], [0.60772, 2.41952, -0.34361], [0.69363, 0.03610, -0.28893], [-0.27233, -1.26799, 0.43540], [2.62944, -0.12535, 0.10481], [0.64676, 0.00156, -1.37694], [-0.74894, -0.32433, 1.30455]],
  "smiles": "O=C([O-])[C@H](S)Br",
  "fmax_ev_per_a": 1.3,
  "gap_ev": 8.1852,
  "de_lowest_kcal_mol": 4.9,
  "charge": -1,
  "homo_energy_ev": -4.770,
  "e_tot_ha": -3200.17280
}

Record 10
{
  "formula": "C2H2BrO3S",
  "method": "ωB97M-V/def2-TZVPD",
  "symbols": ["C", "C", "O", "O", "O", "S", "Br", "H", "H"],
  "positions_angstrom": [[0.85018, 0.24850, -0.18742], [-0.09076, -0.20778, 0.63279], [1.35805, -0.27728, -2.81063], [-0.19530, 1.34785, -2.12608], [-0.72963, -1.08517, -1.79645], [0.26952, -0.01006, -1.85865], [0.05851, 0.19479, 2.57594], [1.83458, 0.74697, 0.05548], [-0.93641, -0.71632, 0.15668]],
  "spin_multiplicity": 3,
  "fmax_ev_per_a": 9.0,
  "gap_ev": [5.0182, 6.3767],
  "de_lowest_kcal_mol": 20.4,
  "charge": -1,
  "homo_energy_ev": [-1.995, -5.324],
  "e_tot_ha": -3275.22008
}

Record 11
{
  "formula": "C2H2BrP",
  "method": "ωB97M-V/def2-TZVPD",
  "symbols": ["Br", "P", "C", "C", "H", "H"],
  "positions_angstrom": [[1.04366, 0.84537, -2.22017], [-0.88051, 0.58186, -0.79567], [-0.15589, -0.76993, 0.18815], [-0.13664, 0.32405, 0.90800], [0.23168, -1.73639, 0.06346], [-0.10229, 0.75504, 1.85622]],
  "smiles": "BrP1=CC=1",
  "fmax_ev_per_a": 3.1,
  "gap_ev": 9.6948,
  "de_lowest_kcal_mol": 0.0,
  "homo_energy_ev": -9.434,
  "e_tot_ha": -2992.71649
}

Record 12
{
  "formula": "C2H2Cl2",
  "method": "ωB97M-V/def2-TZVPD",
  "symbols": ["C", "C", "Cl", "H", "Cl", "H"],
  "positions_angstrom": [[1.89248, -0.64715, 0.14868], [1.56356, 0.50744, 0.19813], [0.96843, 1.97301, 0.64941], [2.01103, -1.54759, -0.42326], [-3.27908, 0.13507, 0.34745], [-3.15642, -0.42078, -0.92042]],
  "smiles": "C#CCl.Cl",
  "fmax_ev_per_a": 2.7,
  "gap_ev": 10.7573,
  "de_lowest_kcal_mol": 46.3,
  "homo_energy_ev": -10.204,
  "e_tot_ha": -997.69205
}

Record 13
{
  "formula": "C2H2Cl2",
  "method": "ωB97M-V/def2-TZVPD",
  "symbols": ["C", "C", "Cl", "Cl", "H", "H"],
  "positions_angstrom": [[-0.43255, -0.59905, -0.17320], [0.35721, 0.39621, 0.12215], [1.88981, 0.25625, 0.99042], [-0.07700, 1.99862, -0.46979], [-1.49309, -0.33984, -0.48120], [-0.24437, -1.71219, 0.01162]],
  "smiles": "C=C(Cl)Cl",
  "fmax_ev_per_a": 3.2,
  "gap_ev": 10.7229,
  "de_lowest_kcal_mol": 7.7,
  "homo_energy_ev": -9.934,
  "e_tot_ha": -997.75350
}

Record 14
{
  "formula": "C2H2Cl2F2",
  "method": "ωB97M-V/def2-TZVPD",
  "symbols": ["C", "C", "F", "F", "Cl", "Cl", "H", "H"],
  "positions_angstrom": [[0.06130, 1.04202, 0.26523], [-0.31196, -1.03016, -0.30410], [-0.46343, 1.77266, -0.72448], [-0.91166, -1.42445, 0.82979], [1.66519, 1.15689, 0.36978], [1.26568, -1.76357, -0.31978], [-0.57507, 1.25305, 1.17859], [-0.73005, -1.00644, -1.29503]],
  "fmax_ev_per_a": 5.4,
  "gap_ev": 10.1533,
  "de_lowest_kcal_mol": 62.0,
  "homo_energy_ev": -9.259,
  "e_tot_ha": -1197.42295
}